A cluster of 6 separate species, C35H65NO9 in total. Source: the OMol25 dataset; level of theory: ωB97M-V/def2-TZVPD.

The geometry in XYZ format:
```
110
Properties=species:S:1:pos:R:3:mulliken_charge:R:1
C 1.341 7.076 -3.887 -0.490
H -7.097 -5.167 4.276 0.228
H 2.008 -0.686 -0.823 0.127
H 3.097 3.415 4.539 0.281
H 4.907 0.162 -4.403 -0.003
C -0.447 -1.100 -4.144 -0.608
H -2.400 -6.147 0.244 0.383
H 4.167 -2.553 -4.309 0.275
O 0.633 -2.640 3.194 -0.332
H -0.145 -1.447 -5.151 0.392
C 4.056 1.620 -1.400 0.458
O 0.950 -4.822 3.270 -0.611
C -1.799 -0.570 -3.807 -0.750
C -3.880 -4.614 0.782 -0.800
H 3.435 2.399 1.689 -0.296
H 0.804 9.133 -4.407 0.330
C -3.975 -3.016 0.768 0.201
H 1.404 -1.354 -2.780 0.587
H -5.443 -3.339 2.358 0.219
H -2.137 -4.085 2.509 0.093
C 4.899 3.803 -1.681 -0.552
H -5.795 -1.020 4.160 0.204
H -3.804 -2.736 2.932 0.085
C 2.859 8.553 -4.921 -0.550
H 4.256 7.530 -3.612 0.283
H 3.358 1.701 -0.561 -0.501
H -2.955 -2.562 0.621 -0.354
C 2.856 0.005 -5.038 -0.218
H 0.694 6.732 -4.700 0.298
H 2.420 -1.509 1.536 0.193
H -4.636 -2.631 -0.048 0.414
C -2.387 -5.068 0.534 -0.673
C -1.552 -4.784 1.850 -0.148
C 3.678 -2.171 -5.212 -0.548
C 3.696 2.894 3.786 -0.627
H -8.812 -5.898 6.280 0.345
H -4.189 -4.970 1.806 0.326
H -6.781 -2.605 6.688 0.302
H 3.466 9.456 -4.848 0.327
H 3.257 4.177 -3.069 0.203
H 3.330 -3.020 -5.804 0.293
H -1.939 -4.456 -0.292 0.262
C -6.144 -1.071 3.093 -0.505
O -5.049 -1.242 2.190 -0.353
H 4.297 -1.220 -7.043 0.280
H -9.643 -3.643 6.677 0.266
H 2.546 8.435 -5.962 0.265
H -4.581 -5.079 0.039 0.371
H -1.441 -5.768 2.377 0.289
H 2.259 0.338 -5.894 0.267
O 3.413 2.173 -2.550 -0.388
C 1.277 -0.465 0.001 0.831
H 1.465 -2.618 0.503 0.503
C 4.603 -1.254 -5.994 -0.642
H -8.449 -3.803 7.972 0.332
H -2.675 -0.452 -4.479 0.355
C 0.452 -3.896 2.681 0.572
C 2.829 2.534 2.593 0.110
C 4.027 3.433 -2.866 -0.396
C -7.749 -2.741 6.192 -0.444
O 2.593 6.387 -3.998 -0.277
H -6.702 -0.137 2.834 0.311
C 5.310 2.441 -1.157 -0.654
C -0.188 -0.170 -0.498 -0.528
C 4.099 1.527 4.305 -0.668
H 4.272 0.563 -1.574 0.325
H -7.158 -5.395 6.655 0.272
H 5.739 4.442 -1.953 0.412
O -0.288 -4.162 1.540 -0.264
C -1.724 -0.226 -2.400 -0.441
H -0.332 0.946 -0.402 0.306
O -7.499 -3.219 4.864 -0.289
H 4.301 4.326 -0.928 0.232
C 2.843 0.712 4.053 -0.359
H 2.570 0.593 -4.165 0.159
H -8.799 -4.663 4.197 0.291
C 0.352 -1.041 -2.934 -0.315
C -8.582 -3.801 6.890 -0.578
H 2.144 0.789 4.892 0.289
H 4.927 1.133 3.707 0.262
C 4.341 0.088 -5.337 -0.287
H 4.181 6.845 -5.249 0.287
C -4.615 -2.599 2.156 -0.240
C 3.592 7.308 -4.455 -0.477
O 2.557 -1.378 -4.804 -0.345
N -0.449 -0.494 -1.924 0.397
C -7.878 -4.600 4.787 -0.460
H 2.061 3.282 2.389 0.313
C 1.644 8.559 -4.014 -0.540
H 1.662 0.467 0.500 -0.583
H 5.620 2.448 -0.111 0.348
H 4.601 0.943 -5.962 0.423
H 3.057 -0.344 3.875 0.232
C -8.105 -5.071 6.213 -0.542
H -0.682 -1.783 1.839 -0.236
H 6.137 2.047 -1.756 0.308
H -8.254 -1.774 6.145 0.260
H 0.867 6.825 -2.936 0.273
H 5.647 -1.568 -5.954 0.348
H 4.540 3.531 3.521 0.345
H -6.890 -1.914 3.028 0.193
H -0.995 -0.631 0.124 0.099
C 1.409 -1.639 1.044 -0.766
H 4.627 3.295 -3.774 0.222
H 1.912 8.971 -3.036 0.265
H 4.404 1.526 5.351 0.382
H 0.336 -0.592 2.709 0.303
H -2.609 0.183 -1.861 0.388
C 0.363 -1.598 2.207 0.105
O 2.208 1.277 2.897 -0.263
```

Calculated values
**E_tot**: -57261.877 eV
**Highest occupied orbital energy**: -7.3836 eV
**Total charge**: 0